1.
ORCA calculation (ωB97M-V with the def2-TZVPD basis set) on C4H7NO as an isolated structure.

The value obtained for the HOMO energy is -0.324 Ha. The value obtained for the lowest unoccupied orbital energy is 1.002 eV. For the energy above the lowest of the compared OMol25 structures with the same formula, charge and spin, the calculation gives 505.9 kJ/mol. As for the HOMO-LUMO gap: 9.82 eV. The total energy comes out at -286.4390 Eh.

ORCA input file:
```
! wB97M-V def2-TZVPD RIJCOSX def2/J DEFGRID3
* xyz 0 1
O -1.033 1.692 -0.164
N 0.782 0.080 1.460
C 0.915 -0.700 0.315
C 0.667 0.053 -1.011
C -0.562 -0.580 0.671
C -0.775 0.371 -0.528
H 1.433 -1.663 0.357
H 1.309 0.919 -1.196
H -0.503 -0.036 1.740
H -1.082 -1.502 0.927
H -1.567 0.052 -1.210
H 0.670 -0.608 -1.884
H -0.338 1.907 0.483
*
```

=====

2.
ORCA calculation (ωB97M-V with the def2-TZVPD basis set) on one molecule with the formula C4H8O at a distorted geometry.

Its SMILES is CC1(O)CC1. The value obtained for the HOMO energy is -0.367 Ha. The value obtained for the lowest unoccupied orbital energy is 1.043 eV. For the energy above the lowest of the compared OMol25 structures with the same formula, charge and spin, the calculation gives 115.6 kJ/mol. As for the HOMO-LUMO gap: 11.03 eV. The total energy comes out at -232.4016 Eh.

ORCA input file:
```
! wB97M-V def2-TZVPD RIJCOSX def2/J DEFGRID3
* xyz 0 1
O 1.013 0.213 -1.399
C -1.160 0.559 -0.399
C 0.971 0.331 1.091
C 0.188 0.065 -0.157
C -0.942 -0.913 -0.252
H -1.288 -1.391 0.662
H -1.164 0.906 -1.499
H 1.759 -0.421 1.227
H -1.696 1.162 0.316
H 0.323 0.298 1.973
H 1.558 -0.588 -1.474
H 1.442 1.320 1.047
H -1.004 -1.542 -1.137
*
```

=====

3.
ORCA calculation (ωB97M-V with the def2-TZVPD basis set) on C41H40AlNO4STe as an isolated structure.

The value obtained for the HOMO energy is -0.214 Ha. The value obtained for the lowest unoccupied orbital energy is -0.212 eV. For the energy above the lowest of the compared OMol25 structures with the same formula, charge and spin, the calculation gives 10.2 kJ/mol. As for the HOMO-LUMO gap: 5.60 eV. The total energy comes out at -2850.8677 Eh.

ORCA input file:
```
! wB97M-V def2-TZVPD RIJCOSX def2/J DEFGRID3
* xyz 0 1
Te -3.372 1.903 1.602
S -3.773 5.061 2.554
Al -0.556 -0.464 0.169
O -0.401 0.892 -0.888
O -1.337 -0.966 1.921
O -0.134 -2.039 -0.437
O -2.445 -0.646 -0.253
N 1.155 -0.077 1.116
C -1.007 -0.510 3.251
C 1.634 -2.486 -2.502
C 1.560 1.206 1.208
C -0.664 3.231 -1.201
C 0.584 2.267 0.809
C 1.580 2.155 -1.458
C 1.470 -2.495 1.289
C 2.019 -2.779 -1.196
C 1.212 -5.357 0.450
C -2.656 -1.558 1.913
C -3.096 -1.693 0.465
C -4.102 3.403 2.879
C -1.049 3.172 -2.539
C -2.371 5.159 -2.276
C -5.157 4.553 4.619
C 3.399 1.023 -2.564
C 2.567 -2.458 -3.526
C -3.138 -0.159 -1.419
C 3.904 -2.722 -3.264
C 2.138 0.998 -1.980
C -4.630 5.605 3.938
C -1.993 5.225 -0.947
C 0.936 -2.873 -0.115
C 2.294 3.348 -1.547
C -1.898 4.124 -3.075
C 0.755 -6.666 0.437
C 3.300 -0.834 1.783
C -0.476 -6.971 -0.127
C 4.112 2.209 -2.634
C -1.143 4.263 -0.410
C 0.250 2.119 -0.696
C -1.238 -5.957 -0.683
C 4.298 -3.013 -1.968
C 0.444 -4.328 -0.089
C -0.780 -4.646 -0.665
C -4.854 3.298 4.015
C 1.999 -1.092 1.392
C 3.360 -3.045 -0.944
C 3.551 3.376 -2.129
C 3.730 0.479 1.890
C 2.853 1.508 1.606
H -2.376 6.011 -0.308
H 0.015 -0.149 3.236
H 4.747 0.696 2.189
H -0.902 4.316 0.643
H 2.187 -5.152 0.873
H 3.965 -1.658 1.998
H 0.593 -2.271 -2.703
H -1.364 -3.854 -1.113
H 0.631 -2.619 1.979
H -3.231 -0.968 -2.145
H -2.599 -2.532 2.403
H -0.359 2.182 1.370
H 4.092 4.312 -2.194
H 1.366 -7.451 0.864
H 1.021 3.243 1.018
H 3.696 -3.289 0.057
H -5.184 2.346 4.405
H -3.316 -0.875 2.449
H 3.158 2.543 1.663
H 5.094 2.230 -3.089
H 2.249 -3.178 1.618
H -4.175 -1.555 0.397
H -2.193 -6.184 -1.141
H -4.110 0.215 -1.099
H -2.190 4.063 -4.115
H 1.584 0.070 -1.934
H -3.040 5.904 -2.689
H 1.854 4.265 -1.169
H 2.248 -2.224 -4.535
H -5.744 4.662 5.521
H -1.695 0.294 3.515
H -0.673 2.366 -3.160
H -2.536 0.655 -1.808
H 4.633 -2.698 -4.064
H -1.091 -1.357 3.933
H -2.806 -2.652 0.033
H 3.817 0.106 -2.961
H 5.338 -3.219 -1.748
H -0.831 -7.993 -0.139
H -4.706 6.655 4.170
*
```

=====

4.
ORCA calculation (ωB97M-V with the def2-TZVPD basis set) on one molecule with the formula C3H4ClFS at a distorted geometry.

Its SMILES is F/C(=C/Cl)CS. The value obtained for the HOMO energy is -0.330 Ha. The value obtained for the lowest unoccupied orbital energy is 0.522 eV. For the energy above the lowest of the compared OMol25 structures with the same formula, charge and spin, the calculation gives 198.1 kJ/mol. As for the HOMO-LUMO gap: 9.49 eV. The total energy comes out at -1074.8642 Eh.

ORCA input file:
```
! wB97M-V def2-TZVPD RIJCOSX def2/J DEFGRID3
* xyz 0 1
Cl 2.036 -0.699 0.016
S -1.788 -1.042 -0.279
F -0.811 1.897 -0.305
C 1.242 0.862 -0.259
C -0.824 0.074 1.031
C -0.067 0.934 0.093
H -1.618 1.016 1.464
H -0.733 -1.905 -0.822
H -0.247 -0.364 1.925
H 1.781 1.510 -0.824
*
```

=====

The highest HOMO-LUMO gap belongs to which entry?
C4H8O